No. 1
The following is a DFT calculation (ωB97M-V with the def2-TZVPD basis set) of a 5-piece molecular cluster, C32H48Cl17N4O3 overall.

The geometry in XYZ format:
```
104
Properties=species:S:1:pos:R:3:forces:R:3:lowdin_charge:R:1
C 0.3330 6.1959 1.7933 0.3 -0.1 0.1 -0.080
C 0.0359 6.2826 0.2972 0.2 0.0 0.5 -0.233
N -0.6375 5.0823 -0.2269 -0.3 -0.5 -0.1 -0.011
C 0.1904 4.3428 -1.1550 0.8 1.1 0.1 -0.299
C 1.4108 3.7069 -0.4865 0.0 -0.5 0.3 -0.089
C 1.3954 2.1624 -0.5095 -0.5 0.3 -0.3 -0.231
C 1.8758 1.4925 -1.8080 0.4 0.2 0.2 -0.182
C 3.0327 2.1395 -2.5541 0.2 -0.6 0.2 -0.661
C 4.2473 2.5321 -1.7146 0.0 0.3 -0.7 -0.089
Cl 2.4315 3.5110 -3.5720 -0.1 0.1 -0.1 0.671
C -0.0442 1.7716 -0.0927 0.3 0.2 0.0 -0.186
C -0.1698 0.3792 0.5183 0.2 0.1 -0.2 -0.156
C 0.4109 -0.8162 -0.2253 -0.4 -0.8 0.2 -0.171
C -0.1201 -2.1302 0.3942 0.0 0.3 0.4 -0.178
C 0.9325 -2.9031 1.1911 -0.5 0.1 -0.1 -0.204
C 0.5054 -4.3367 1.4811 0.3 -0.1 -0.2 -0.206
C 0.1282 -5.1418 0.2348 0.1 -0.1 0.2 -0.207
C 1.1273 -5.0659 -0.9142 -0.3 0.0 -0.1 -0.170
C 0.4927 -5.4998 -2.2251 0.4 0.3 0.7 -0.164
O -0.5531 -4.5552 -2.5344 0.4 0.0 -0.5 -0.051
C -1.6068 -5.0964 -3.2139 0.1 0.2 -0.3 -0.548
C -1.7903 -4.5769 -4.6011 -0.1 0.5 0.0 0.020
O -2.3090 -5.9169 -2.7199 -0.5 -0.8 0.5 0.140
C -1.1200 2.1472 -1.1693 -0.3 -1.0 0.8 -0.273
C -2.4058 2.5692 -0.4336 -0.5 0.1 -0.5 -0.125
C -3.5626 2.9481 -1.3767 0.4 -0.2 0.3 -0.091
C -4.4948 3.9583 -0.7640 -0.1 -0.1 -0.7 -0.506
N -5.3862 4.5671 -1.7002 0.1 -0.3 -0.5 0.106
O -4.4920 4.1867 0.4035 0.0 0.3 1.0 0.133
C -1.4943 1.0213 -2.1419 -0.1 -0.3 -0.8 -0.143
C -1.1102 1.0013 -3.4895 -0.1 0.0 0.1 -0.021
C -1.4743 -0.0488 -4.3385 -0.1 0.1 0.7 -0.101
N -2.2018 -1.0848 -3.9308 0.1 0.3 0.1 0.086
C -2.6021 -1.0592 -2.6591 0.0 0.1 0.3 -0.095
C -2.2983 -0.0574 -1.7374 0.4 0.3 -0.6 -0.012
N -0.5940 3.3346 -1.9277 -0.4 0.3 -0.1 0.168
H 0.2941 7.1756 2.2617 -0.1 0.1 0.0 0.075
H -0.3609 5.5362 2.3073 -0.2 0.0 0.0 0.075
H 1.3352 5.8114 1.9826 0.1 -0.1 0.0 0.059
H -0.5822 7.1566 0.1107 -0.1 0.0 -0.1 0.118
H 0.9789 6.4402 -0.2293 0.0 0.1 -0.2 0.115
H -1.5155 5.3479 -0.6561 0.0 0.1 -0.1 0.117
H 0.5822 5.0320 -1.9125 -0.1 -0.2 -0.3 0.136
H 1.3864 3.9709 0.5672 -0.1 0.2 0.1 0.088
H 2.3180 4.1305 -0.8957 0.1 0.0 -0.1 0.087
H 2.0365 1.8395 0.3081 0.2 -0.1 0.0 0.105
H 1.0875 1.3319 -2.5342 -0.2 -0.1 0.0 0.077
H 2.2287 0.4977 -1.5471 0.0 -0.1 0.0 0.116
H 3.3644 1.4089 -3.2849 -0.1 0.0 -0.2 0.099
H 4.3245 1.9179 -0.8224 -0.1 0.0 0.2 0.083
H 5.1428 2.3788 -2.3113 0.1 0.0 0.0 0.085
H 4.2345 3.5911 -1.4778 0.0 0.0 0.4 0.067
H -0.2603 2.4616 0.7275 -0.1 0.0 0.1 0.131
H 0.3234 0.4252 1.4906 0.0 0.0 0.1 0.092
H -1.2123 0.1853 0.7440 -0.2 0.0 0.0 0.046
H 1.4969 -0.8471 -0.1438 0.1 0.2 -0.1 0.103
H 0.1510 -0.8336 -1.2811 0.1 0.3 -0.1 0.102
H -0.9239 -1.8856 1.0949 -0.2 0.0 0.0 0.109
H -0.5763 -2.7606 -0.3651 0.1 -0.1 -0.2 0.096
H 1.0883 -2.3934 2.1447 0.2 0.1 0.0 0.104
H 1.8715 -2.8701 0.6398 0.2 -0.2 0.1 0.103
H 1.3279 -4.8233 2.0037 0.0 -0.1 0.0 0.029
H -0.3428 -4.3512 2.1671 -0.1 0.1 0.1 0.118
H 0.0375 -6.1903 0.5231 -0.1 -0.1 0.0 0.098
H -0.8639 -4.8550 -0.1063 -0.1 0.1 -0.1 0.104
H 1.5122 -4.0598 -1.0792 0.0 0.1 0.1 0.106
H 1.9823 -5.7023 -0.6829 0.1 0.0 -0.1 0.115
H 1.2387 -5.4416 -3.0174 -0.1 -0.2 -0.2 0.127
H 0.0973 -6.5084 -2.1286 -0.2 -0.1 -0.2 0.131
H -1.4896 -3.5347 -4.6588 0.0 0.1 -0.1 0.058
H -2.8294 -4.6875 -4.8873 -0.1 0.0 -0.1 0.091
H -1.1733 -5.1559 -5.2858 0.1 -0.1 0.0 0.096
H -2.7633 1.7366 0.1664 0.4 0.0 0.0 0.044
H -2.2131 3.3754 0.2661 0.2 0.0 0.0 0.108
H -3.2562 3.2859 -2.3684 -0.1 0.1 -0.1 0.116
H -4.1761 2.0652 -1.5626 -0.1 0.0 -0.3 0.138
H -6.3458 4.3777 -1.4382 -0.1 0.2 0.1 0.096
H -5.2315 5.5673 -1.7186 -0.2 0.1 0.1 0.091
H -0.5065 1.7838 -3.9317 0.0 0.0 -0.1 0.098
H -1.1451 -0.0419 -5.3679 0.0 0.0 -0.1 0.116
H -3.2033 -1.8951 -2.3238 0.0 -0.1 -0.1 0.121
H -2.6632 -0.1453 -0.7273 -0.1 -0.1 0.1 0.105
H 0.0078 3.0664 -2.7112 0.2 -0.2 0.1 0.095
H -1.3889 3.8158 -2.3573 0.0 -0.1 0.0 0.171
C 2.8294 1.3876 3.8522 0.0 0.0 0.1 -2.030
Cl 3.7433 2.1511 5.1442 0.0 0.0 0.0 0.568
Cl 1.8819 0.0506 4.4993 0.1 -0.1 0.0 0.497
Cl 1.7259 2.5795 3.1311 0.0 0.1 0.0 0.558
Cl 3.9349 0.7833 2.6107 0.0 0.0 0.0 0.538
C -3.0800 -0.0369 3.9169 0.1 -0.1 0.0 -2.031
Cl -3.4255 0.5704 2.2806 -0.3 0.0 0.1 0.566
Cl -3.7499 -1.6547 4.0952 0.0 0.0 0.0 0.555
Cl -1.3238 -0.0806 4.1097 0.0 0.0 0.1 0.502
Cl -3.7873 1.0436 5.1083 0.0 0.0 0.0 0.563
C 2.2186 -2.8159 7.4892 0.0 0.0 0.0 -2.064
Cl 3.8511 -2.6857 6.8278 0.0 0.0 0.0 0.519
Cl 1.7274 -1.2596 8.1639 0.0 0.0 0.0 0.521
Cl 1.1018 -3.2721 6.1926 -0.1 0.0 -0.1 0.491
Cl 2.1845 -4.0449 8.7492 0.0 0.0 0.0 0.546
C 3.3511 -7.3040 3.2208 0.0 0.0 0.0 -2.045
Cl 5.0002 -7.1643 2.6068 0.0 0.0 0.0 0.531
Cl 2.8403 -5.7475 3.8877 0.1 0.0 0.2 0.527
Cl 2.2692 -7.7635 1.9002 0.0 0.0 0.0 0.548
Cl 3.2897 -8.5313 4.4836 0.0 0.0 0.0 0.543
```
Positions in Å, forces in eV/Å.

Output
Charge   +1
Lowest unoccupied orbital energy   -2.46 eV
E_HOMO   -11.93 eV

No. 2
The following is a DFT calculation (ωB97M-V with the def2-TZVPD basis set) of C32H48CrO18 as an isolated structure.

The geometry in XYZ format:
```
99
Properties=species:S:1:pos:R:3:forces:R:3:lowdin_spin:R:1
Cr -2.5443 -2.1914 -0.3886 4.3 0.9 0.3 3.170
C -0.1057 -4.9975 1.1344 -1.0 0.2 0.7 -0.002
C -1.1952 -4.1108 0.5874 1.3 -0.1 -0.2 0.006
O -1.4897 -4.0403 -0.6151 -0.6 -0.6 -2.3 -0.017
O -1.7927 -3.2606 1.2844 -1.5 2.2 1.2 -0.062
H 0.0376 -4.7813 2.1932 0.0 0.3 -0.1 -0.001
H 0.8238 -4.8253 0.5972 -0.1 -0.3 -0.2 0.000
H -0.4951 -6.0161 1.1374 0.4 -0.2 -0.5 0.001
C 0.6354 -0.2761 0.8402 -0.2 1.2 -0.4 -0.005
C -0.6474 -0.5909 0.1358 0.4 -1.7 0.8 0.000
O -0.6948 -1.2871 -0.9083 -0.3 -1.7 -1.3 -0.136
O -1.7525 -0.4726 0.6922 -1.8 0.6 1.4 -0.025
H 0.3825 0.6437 1.3684 0.5 -0.1 0.4 -0.001
H 1.5048 -0.1202 0.2032 -0.3 0.1 -0.3 -0.001
H 0.9322 -1.0786 1.5157 -0.5 -0.1 0.1 0.000
O 4.0045 4.2437 0.0446 -0.2 -0.1 -0.2 0.000
C 4.0428 3.2230 0.6597 0.5 0.3 1.3 0.000
O 4.2613 2.0232 0.0890 0.7 -0.9 -1.3 0.000
C 4.2892 0.9296 1.0279 -1.0 0.6 0.0 0.000
C 3.4543 1.5359 2.1287 0.7 -0.5 1.8 0.000
C 3.8937 3.0217 2.1872 -1.0 -1.3 -1.4 0.000
H 5.2861 0.5941 1.3169 0.3 0.7 -0.1 0.000
H 3.8017 0.0352 0.6376 0.0 0.2 -0.5 0.000
H 3.6549 0.9663 3.0400 -0.3 0.3 0.3 0.000
H 2.3987 1.4210 1.8900 0.0 0.2 0.0 0.000
H 4.8481 3.1526 2.6926 -0.1 0.2 0.0 0.000
H 3.0997 3.6723 2.5439 0.3 0.2 0.2 0.000
O 3.3576 -2.9910 0.7309 0.2 0.5 1.2 0.000
C 3.7549 -2.9504 1.8790 0.5 -1.4 -2.0 0.000
O 3.0518 -2.4014 2.8660 0.0 0.6 0.3 0.000
C 3.7297 -2.5835 4.1125 0.1 -0.4 1.6 0.000
C 4.7629 -3.6768 3.9170 0.5 -0.9 -0.1 0.000
C 5.0388 -3.5978 2.4143 -0.4 0.4 0.8 0.000
H 2.9796 -2.8362 4.8608 -0.1 0.0 -0.1 0.000
H 4.2491 -1.6986 4.4851 -0.3 0.4 -0.5 0.000
H 4.4552 -4.6865 4.1966 -0.7 0.1 -0.2 0.000
H 5.6681 -3.5853 4.5174 -0.1 0.6 0.0 0.000
H 5.2271 -4.5902 2.0159 0.1 0.3 -0.5 0.000
H 5.8691 -2.9064 2.2666 0.1 -0.2 -0.5 0.000
O -3.5241 -0.6893 -1.4423 -0.8 0.0 0.1 0.023
C -3.8390 0.3454 -2.0202 1.7 0.8 -0.1 0.007
O -3.0841 0.7944 -3.0472 -0.6 -1.2 0.7 0.005
C -3.5717 2.0335 -3.6037 -0.6 0.7 1.0 0.000
C -4.9379 2.2196 -2.9055 -0.6 0.1 -0.1 0.000
C -4.9351 1.3110 -1.6621 0.1 -0.1 -0.9 0.000
H -3.6150 2.0010 -4.6898 -0.1 -0.5 0.1 0.000
H -2.8696 2.8252 -3.3420 0.1 -0.2 0.1 0.000
H -5.7449 1.8845 -3.5571 0.0 0.2 -0.1 0.000
H -5.1259 3.2514 -2.6169 0.0 0.0 -0.2 0.000
H -5.8569 0.7568 -1.4886 -0.1 0.1 -0.2 0.000
H -4.7595 1.8795 -0.7487 0.5 -0.3 0.1 0.000
O -0.9281 1.5004 7.3134 -0.1 -0.5 -1.0 0.000
C -0.8061 1.0246 6.2080 -0.2 1.5 2.1 0.000
O 0.1966 0.1685 5.9497 -0.1 -0.3 -0.6 0.000
C 0.2299 -0.1505 4.5434 0.7 -0.2 0.6 0.000
C -0.7184 0.7908 3.8615 -1.3 0.5 0.1 0.000
C -1.6508 1.2858 4.9893 0.5 -0.6 -0.4 0.000
H -0.0302 -1.2028 4.4244 0.1 0.0 -0.1 0.000
H 1.2642 0.0434 4.2570 0.0 -0.4 -0.3 0.000
H -1.3175 0.3132 3.0885 0.4 0.1 -0.3 0.000
H -0.1769 1.6669 3.5019 0.0 -0.1 -0.4 0.000
H -2.5524 0.6847 5.1211 0.0 -0.1 -0.2 0.000
H -1.9593 2.3150 4.8246 0.1 0.0 0.5 0.000
O -2.2463 -2.5238 -2.7316 -0.9 -0.3 -0.6 0.034
C -2.5541 -2.7901 -3.8775 1.2 -0.5 1.0 0.003
O -1.6752 -2.4827 -4.8440 0.1 0.2 -0.1 0.001
C -2.1627 -2.9031 -6.1267 -0.7 0.5 -0.5 0.000
C -3.1532 -3.9680 -5.7817 -0.7 -1.2 -0.2 0.000
C -3.7560 -3.5033 -4.4625 1.0 0.8 -0.4 0.000
H -1.3818 -3.2323 -6.8079 0.3 0.0 0.5 0.000
H -2.6688 -2.0569 -6.5991 0.1 0.1 0.0 0.000
H -2.6236 -4.9111 -5.6335 -0.1 0.0 0.1 0.000
H -3.9247 -4.1500 -6.5291 0.2 0.1 -0.2 0.000
H -4.1715 -4.3122 -3.8706 -0.1 0.4 0.3 0.000
H -4.4288 -2.6603 -4.6472 -0.6 -0.4 0.1 0.000
O -0.3918 2.8310 -2.3242 0.3 -0.6 -1.1 0.000
C 0.0790 2.1003 -3.1781 -0.5 1.1 1.2 0.000
O -0.2595 2.1992 -4.4815 -0.4 0.4 0.5 0.000
C 0.3882 1.1713 -5.2395 0.7 0.4 0.1 0.000
C 0.7487 0.1207 -4.1999 0.1 -0.8 -0.3 0.000
C 1.0142 0.9497 -2.9280 -0.4 -0.5 -1.4 -0.001
H 1.2901 1.6236 -5.6605 0.1 -0.1 0.0 0.000
H -0.2405 0.9089 -6.0881 -0.2 -0.3 0.3 0.000
H 1.6144 -0.4356 -4.5596 0.0 -0.1 0.2 0.000
H -0.0578 -0.5939 -4.0333 -0.1 0.1 -0.1 0.000
H 2.0667 1.2305 -2.9491 -0.1 0.4 0.5 0.000
H 0.6919 0.4494 -2.0208 0.4 0.0 0.0 0.000
O -2.7943 4.1113 2.3914 -0.1 0.0 0.3 0.000
C -1.7021 4.2748 1.9456 0.3 0.6 -0.9 0.000
O -0.9149 5.3611 2.2797 -1.1 -1.0 0.7 0.000
C 0.3331 5.2922 1.6246 0.0 0.3 -0.6 0.000
C 0.4506 3.8950 1.0997 0.5 -1.4 -0.6 0.000
C -0.9828 3.4066 0.8930 0.4 1.0 0.7 0.000
H 1.1623 5.5399 2.2854 -0.2 0.3 0.1 0.000
H 0.2659 5.9944 0.7907 0.4 0.1 0.1 0.000
H 0.9128 3.2110 1.8165 0.3 0.2 0.1 0.000
H 1.0506 3.9088 0.1896 0.0 -0.3 0.0 0.000
H -1.1634 2.3611 1.1348 0.0 0.0 -0.1 0.000
H -1.2797 3.6199 -0.1335 -0.5 0.1 0.2 0.000
```
Positions in Å, forces in eV/Å.

Output
Multiplicity   4
Charge   +1
Lowest unoccupied orbital energy (alpha / beta)   -5.48 / -3.81 eV
E_HOMO (alpha / beta)   -11.52 / -11.52 eV
Expectation value of S²   3.883

no.,strongest force on any atom (eV Å⁻¹)
1,1.40
2,4.36